No. 1
Entry from OMol25: 8 unconnected molecules or ions with the total composition C50H53Cl2N11O16P at a distorted geometry (ωB97M-V with the def2-TZVPD basis set).

XYZ file:
```
133
Properties=species:S:1:pos:R:3:forces:R:3:lowdin_charge:R:1
C 6.15264 -1.34715 0.74212 -0.24 0.75 0.15 -0.075
C 5.54128 -0.01147 1.19764 0.23 -0.33 -0.71 -0.248
C 4.55454 0.49685 0.15220 -1.16 -0.27 1.11 -0.186
C 3.90924 1.84082 0.53277 1.18 0.13 -0.67 -0.129
N 3.61649 1.96537 1.96709 -0.50 -0.08 -0.20 0.166
C 2.74250 1.28633 2.63505 0.20 0.34 -0.30 -0.332
N 2.61016 1.47895 4.02498 0.54 -0.06 -0.19 0.146
N 1.97069 0.35576 1.94006 -0.34 0.30 1.82 -0.100
C 0.80476 0.86230 1.28444 -0.17 0.22 -1.18 -0.718
Cl 0.85226 0.56779 -0.43802 -0.01 -0.16 0.06 0.735
C -0.26561 1.43473 1.85369 0.70 -0.33 0.33 -0.686
C -0.40186 1.68518 3.31904 -0.52 0.41 0.00 -0.100
Cl -1.59853 1.90081 0.88987 0.04 0.18 -0.01 0.802
P 1.77250 -1.21577 2.65807 -1.57 -1.35 0.55 0.464
N 0.33758 -1.52820 3.09636 0.35 0.51 -0.67 -0.089
O 2.40934 -2.22131 1.58798 0.27 0.60 -0.02 -0.117
O 2.80923 -1.25801 3.85318 0.86 0.29 -0.78 -0.092
H 7.07483 -1.49581 1.29052 0.06 -0.37 -0.15 0.041
H 5.45047 -2.15943 0.90914 0.00 -0.16 0.04 0.072
H 6.33694 -1.28557 -0.32670 0.32 -0.18 -0.09 0.082
H 6.32511 0.73256 1.34431 0.14 0.00 0.17 0.117
H 5.05061 -0.19242 2.15540 -0.08 0.25 0.15 0.082
H 3.74422 -0.22957 0.09697 0.04 -0.18 -0.32 0.080
H 4.99818 0.57346 -0.83366 0.14 0.17 -0.09 0.128
H 3.04319 2.07557 -0.07344 -0.28 -0.08 0.16 0.092
H 4.64919 2.61082 0.32613 -0.05 0.23 0.12 0.133
H 4.16350 2.64235 2.48040 -0.04 0.09 0.09 0.181
H 2.37474 2.44670 4.22703 -0.24 0.01 0.00 0.114
H 3.51439 1.31300 4.46187 -0.11 -0.18 0.24 0.118
H -0.25767 0.78760 3.91097 0.24 -0.13 -0.03 0.070
H -1.41230 2.02668 3.50835 -0.09 -0.05 0.07 0.053
H 0.24029 2.49912 3.64476 0.20 -0.01 0.04 0.074
H -0.00977 -2.35049 2.61707 -0.38 -0.07 0.33 0.018
H 1.80551 -2.24794 0.83180 0.19 -0.29 -0.26 0.087
H 3.65352 -1.62086 3.54320 0.13 -0.09 0.29 0.094
C -5.59460 -2.30698 1.22104 0.20 0.05 0.39 -0.051
C -6.13538 -2.45781 2.49188 0.09 0.06 -0.10 -0.044
C -5.58710 -1.78011 3.56858 -0.18 -0.09 0.11 0.001
C -4.50005 -0.95350 3.35181 -0.05 -0.08 -0.14 -0.150
C -3.94064 -0.79876 2.09610 0.12 0.05 -0.26 -0.012
C -4.49460 -1.48248 1.02645 -0.06 -0.02 0.04 -0.047
N -3.93203 -0.21136 4.48161 -0.02 -0.02 -0.01 -0.341
O -4.42064 -0.37359 5.57552 -0.04 -0.02 0.12 0.097
O -2.99815 0.53898 4.25288 0.05 0.06 -0.02 0.039
H -6.01802 -2.82349 0.38663 -0.07 -0.11 -0.16 0.062
H -6.99163 -3.10011 2.64312 -0.01 -0.01 0.02 0.113
H -6.00612 -1.89225 4.55731 0.07 0.08 0.05 0.121
H -3.08658 -0.15877 1.93698 -0.01 0.03 0.19 0.069
H -4.07502 -1.36999 0.03492 0.00 -0.01 -0.01 0.105
C -3.76485 0.98920 -2.00854 0.03 0.01 -0.02 -0.075
C -4.70076 0.90054 -3.02908 0.03 -0.01 0.10 -0.051
C -4.29200 0.59913 -4.31848 -0.20 -0.01 -0.04 0.018
C -2.94908 0.38168 -4.55969 -0.06 0.03 0.13 -0.142
C -2.00299 0.46738 -3.55683 0.21 0.01 0.13 -0.006
C -2.41745 0.77832 -2.27301 -0.15 -0.04 -0.04 -0.095
N -2.50952 0.03598 -5.92176 0.01 0.02 0.00 -0.355
O -3.35210 -0.01485 -6.78934 -0.09 0.00 -0.08 0.090
O -1.32606 -0.17924 -6.09098 0.12 -0.02 0.00 0.072
H -4.08967 1.21964 -1.00030 -0.02 0.01 0.00 0.088
H -5.74713 1.06322 -2.82028 -0.02 -0.03 -0.05 0.085
H -5.01527 0.52944 -5.11692 0.06 -0.05 -0.07 0.123
H -0.95864 0.29533 -3.77053 -0.02 -0.03 -0.13 0.114
H -1.69288 0.84550 -1.47675 0.02 -0.03 -0.08 0.000
C -9.58981 -6.05967 -3.76414 0.01 0.00 -0.01 -0.063
C -10.17404 -5.11901 -2.92733 0.04 -0.08 -0.06 -0.061
C -9.38422 -4.20396 -2.25382 -0.19 0.07 0.09 -0.012
C -8.01520 -4.24669 -2.43409 -0.07 -0.11 -0.08 -0.152
C -7.41324 -5.17962 -3.25776 0.17 -0.09 -0.10 0.002
C -8.21109 -6.09198 -3.92613 -0.12 0.01 0.02 -0.060
N -7.17483 -3.26614 -1.73890 -0.07 0.07 -0.18 -0.338
O -7.71917 -2.46227 -1.00589 -0.12 -0.01 -0.08 0.060
O -5.97436 -3.30650 -1.93093 0.06 0.00 0.04 0.071
H -10.21110 -6.76954 -4.29356 0.00 -0.01 0.00 0.109
H -11.24741 -5.09549 -2.80269 -0.01 0.01 0.01 0.110
H -9.83294 -3.46901 -1.60374 0.09 0.08 0.02 0.120
H -6.34116 -5.19698 -3.38181 0.01 0.10 0.06 0.119
H -7.75781 -6.82662 -4.57660 0.02 0.00 -0.01 0.109
C 12.06389 -4.86843 2.44445 -0.02 0.02 0.00 -0.058
C 10.69483 -4.74544 2.64485 0.11 0.00 -0.02 -0.062
C 10.08178 -3.51170 2.50986 -0.18 -0.10 0.04 -0.007
C 10.85642 -2.41718 2.17121 0.06 -0.16 0.02 -0.145
C 12.22226 -2.51888 1.97382 0.17 0.10 -0.05 0.007
C 12.82634 -3.75636 2.11302 -0.05 -0.10 0.03 -0.048
N 10.21446 -1.10757 2.00297 0.10 -0.13 0.02 -0.339
O 9.01332 -1.02458 2.19581 -0.01 0.02 0.08 0.039
O 10.91722 -0.17882 1.67606 0.02 0.25 -0.08 0.083
H 12.53810 -5.83515 2.54596 0.01 -0.01 0.01 0.112
H 10.10446 -5.61295 2.90406 -0.02 0.00 0.01 0.110
H 9.01838 -3.41059 2.66458 0.00 0.11 -0.02 0.114
H 12.81205 -1.65258 1.71363 -0.07 0.05 0.00 0.107
H 13.89187 -3.85230 1.95922 0.01 0.03 -0.02 0.115
C -5.86886 5.43523 2.14743 0.01 0.01 -0.01 -0.067
C -6.17570 6.42167 1.21964 0.03 -0.09 0.07 -0.061
C -6.45685 6.07847 -0.09273 -0.03 0.22 -0.03 0.001
C -6.42822 4.74464 -0.45192 0.04 0.03 0.16 -0.144
C -6.11914 3.74794 0.45569 0.05 -0.21 0.07 -0.005
C -5.83714 4.10043 1.76486 0.01 0.11 0.02 -0.063
N -6.74714 4.36981 -1.83774 0.04 0.00 0.08 -0.338
O -7.00041 5.25491 -2.62345 -0.05 0.09 -0.07 0.093
O -6.73923 3.18516 -2.10939 -0.05 -0.13 -0.07 0.055
H -5.65622 5.70718 3.17267 0.00 0.00 0.01 0.109
H -6.19961 7.45991 1.51920 -0.01 0.02 -0.01 0.110
H -6.69652 6.84059 -0.81886 -0.03 -0.08 -0.09 0.122
H -6.10179 2.71152 0.15262 -0.06 0.02 -0.10 0.114
H -5.59750 3.33308 2.48831 -0.01 -0.02 0.00 0.107
C -11.65796 2.64278 -4.30977 0.01 -0.01 0.01 -0.066
C -10.34738 2.83186 -3.89173 -0.15 -0.02 -0.03 -0.056
C -9.48262 1.75326 -3.81841 0.26 0.18 0.10 0.001
C -9.94471 0.50070 -4.17037 -0.09 0.11 -0.01 -0.143
C -11.24720 0.29016 -4.58293 -0.19 -0.12 -0.08 -0.003
C -12.10742 1.37338 -4.65073 0.05 0.09 0.03 -0.063
N -9.01794 -0.63966 -4.11611 -0.02 0.02 -0.02 -0.339
O -7.88276 -0.43388 -3.73589 0.13 0.02 0.05 0.068
O -9.43792 -1.72460 -4.45988 -0.05 -0.15 0.01 0.080
H -12.33140 3.48714 -4.37157 -0.01 0.00 0.00 0.108
H -9.99654 3.81937 -3.62545 0.03 0.00 0.00 0.108
H -8.46267 1.89628 -3.49276 0.02 -0.07 -0.02 0.097
H -11.58932 -0.69811 -4.85068 0.11 -0.05 0.01 0.119
H -13.12861 1.22802 -4.97386 -0.01 -0.02 -0.01 0.109
C 14.01230 3.39144 0.94334 0.05 -0.03 0.01 -0.068
C 15.34910 3.38501 1.32123 -0.12 -0.03 -0.03 -0.062
C 16.08018 2.20906 1.27143 0.16 0.14 0.07 0.000
C 15.45535 1.05571 0.83641 -0.05 0.11 -0.03 -0.147
C 14.12755 1.04239 0.45897 -0.26 -0.11 -0.08 -0.012
C 13.40317 2.21943 0.51620 0.01 0.16 0.03 -0.066
N 16.22476 -0.19687 0.76399 -0.03 0.00 0.06 -0.354
O 17.38172 -0.16926 1.11787 0.12 0.01 0.02 0.090
O 15.64788 -1.18760 0.35896 -0.08 -0.10 0.00 0.064
H 13.44539 4.31203 0.98180 0.00 0.01 0.00 0.107
H 15.82336 4.29723 1.65484 0.02 0.00 0.01 0.109
H 17.11863 2.19645 1.56609 0.02 -0.11 -0.03 0.121
H 13.65490 0.13203 0.12298 0.11 -0.06 -0.01 0.110
H 12.36231 2.22189 0.22457 -0.02 -0.03 0.01 0.106
```
Positions in Å, forces in eV/Å.

Max |F| (hartree/bohr): 0.04172
2S+1: 1
HOMO level (eV): -11.1
Molecular weight (u): 1165.92
Kohn-Sham gap (eV): 7.07
Net charge: +1

---

No. 2
Entry from OMol25: 7 unconnected molecules or ions with the total composition C28H42O21 at a distorted geometry (ωB97M-V with the def2-TZVPD basis set).

XYZ file:
```
91
Properties=species:S:1:pos:R:3:forces:R:3:lowdin_charge:R:1
C 0.50005 18.46731 16.90835 0.97 -0.11 0.50 -0.022
C -0.91695 18.57442 17.38499 0.25 -0.52 -1.37 -0.335
C -1.18045 18.50973 18.87503 -0.03 -0.88 -1.00 -0.108
O -2.13554 19.50765 18.99227 -1.22 2.16 1.46 0.057
C -2.11673 20.40588 17.97830 -2.40 2.04 -0.71 -0.474
O -2.82067 21.43662 17.90986 3.02 -3.83 0.33 0.107
O -1.32920 19.87800 17.01043 -0.62 2.04 0.41 0.071
H 0.65107 18.94556 15.94060 -0.28 -0.41 -0.13 0.093
H 0.90911 17.45741 16.93788 -0.25 -0.11 -0.29 0.091
H 1.14175 19.03314 17.58375 -0.01 0.18 0.19 0.084
H -1.60970 17.95069 16.82003 0.19 -0.59 0.14 0.160
H -0.26031 18.67620 19.43513 -0.18 0.21 0.35 0.135
H -1.70875 17.60257 19.16839 0.57 -0.19 0.10 0.143
C 10.13193 13.04154 17.03891 1.32 0.17 0.37 -0.021
C 9.74912 11.55904 17.08118 0.02 1.82 -0.28 -0.279
C 8.53040 11.24383 17.92043 2.43 2.15 2.17 -0.159
O 7.81229 10.46688 17.12443 -3.96 -3.20 -0.59 0.106
C 8.20500 10.47831 15.87753 -0.79 -2.17 -3.74 -0.572
O 7.75598 9.82561 14.93517 0.54 1.59 2.56 0.124
O 9.23618 11.27908 15.77788 1.51 0.47 -0.90 0.099
H 10.69811 13.39775 17.89953 -0.01 -0.45 0.39 0.084
H 9.33641 13.78153 16.95137 -0.50 -0.60 -0.22 0.089
H 10.82858 13.21296 16.21831 -0.14 -0.12 -0.22 0.084
H 10.56284 10.86878 17.30367 0.27 0.24 -0.18 0.158
H 8.04100 12.19400 18.13439 -0.40 -0.17 0.43 0.141
H 8.82436 10.69001 18.81202 -0.31 0.29 0.24 0.146
C 5.50126 17.46406 20.24924 0.50 1.63 -0.33 -0.025
C 6.51625 17.35212 21.39077 -1.82 -0.84 -0.73 -0.305
C 5.91135 16.71217 22.62976 -1.85 1.99 -0.52 -0.149
O 6.68653 15.64131 22.87469 1.68 -2.99 1.98 0.092
C 7.56871 15.39101 21.91724 2.53 -2.94 -0.69 -0.489
O 8.35239 14.40815 21.86437 -3.11 3.99 0.16 0.092
O 7.43347 16.36173 20.99542 2.04 -0.44 -0.60 0.085
H 4.87756 18.32253 20.49848 -0.46 -0.11 -0.11 0.086
H 4.89767 16.61272 19.93460 0.14 -0.32 0.87 0.093
H 6.00986 17.75263 19.32938 0.26 0.15 0.04 0.083
H 6.94141 18.31276 21.68151 0.56 -0.09 -0.64 0.156
H 4.90922 16.35906 22.38650 -0.27 0.19 0.37 0.137
H 5.91598 17.41228 23.46516 -0.19 -0.25 0.16 0.143
C -0.47321 6.87389 16.78832 -0.54 -1.13 -0.85 -0.014
C 0.52233 6.08786 15.91043 0.26 1.26 1.16 -0.313
C 1.94541 5.90463 16.53000 -2.45 4.15 -0.69 -0.123
O 2.28468 4.67845 16.10302 4.13 -1.13 -0.01 0.119
C 1.27019 3.98085 15.71838 -1.82 -4.31 -0.09 -0.581
O 1.25372 2.77100 15.51622 0.30 2.74 0.06 0.130
O 0.19523 4.74905 15.71828 -2.46 -1.25 -0.05 0.096
H -1.40275 6.67183 16.25611 -0.49 0.01 0.48 0.082
H -0.41996 7.96248 16.80390 0.74 -0.12 -0.16 0.086
H -0.52727 6.48580 17.80546 0.00 -0.02 -0.06 0.084
H 0.42713 6.46835 14.89344 0.90 0.76 0.03 0.155
H 1.92045 6.03926 17.61137 0.09 -0.41 0.07 0.137
H 2.42140 6.77407 16.07654 1.35 -0.54 0.14 0.142
C 1.75570 8.98640 21.96934 1.15 0.70 0.81 -0.010
C 1.93390 10.52608 21.90436 -0.50 -1.99 -0.60 -0.291
C 3.32686 11.12019 21.72715 -0.23 -0.54 1.72 -0.080
O 3.12345 12.05597 20.67561 2.13 0.91 1.34 0.094
C 2.06334 11.71800 19.98297 0.22 0.19 -3.71 -0.603
O 1.88535 12.07257 18.82777 -0.35 -0.24 2.17 0.126
O 1.38590 10.80948 20.63223 -2.43 -0.04 -0.39 0.082
H 2.32948 8.57899 21.13694 -0.05 -0.21 0.11 0.087
H 0.72993 8.62085 21.92180 -0.04 0.52 -0.12 0.085
H 2.17105 8.64620 22.91795 0.13 -0.29 -0.03 0.082
H 1.38416 11.01138 22.71081 -0.15 0.23 -0.19 0.153
H 4.12760 10.40550 21.53702 -0.16 -0.07 -0.68 0.138
H 3.57648 11.53955 22.70179 0.31 0.85 -0.41 0.136
C 3.37241 5.58261 28.81090 0.24 0.07 1.27 -0.009
C 2.93833 5.22576 30.29046 -1.15 0.23 -3.55 -0.329
C 3.53639 3.96176 30.82129 0.19 -1.52 -1.02 -0.142
O 4.25921 4.36975 31.91095 1.26 0.69 1.88 0.076
C 4.25107 5.70833 32.03434 1.39 1.43 2.68 -0.478
O 4.95173 6.30381 32.85961 -2.43 -1.41 -2.89 0.124
O 3.30457 6.22572 31.18507 1.21 0.51 1.25 0.097
H 3.24370 4.69337 28.19383 0.01 0.10 -0.10 0.080
H 4.40617 5.92732 28.78624 0.23 -0.36 0.07 0.082
H 2.81534 6.42608 28.40306 -0.35 -0.21 0.14 0.077
H 1.85662 5.13858 30.18847 -0.16 0.20 0.70 0.147
H 4.26454 3.49396 30.15869 -0.18 0.04 -0.52 0.136
H 2.83782 3.17412 31.10367 -0.26 0.23 0.10 0.139
C 8.64518 6.38465 26.34259 0.29 -0.07 -0.26 -0.023
C 8.86173 7.86466 26.19211 0.33 0.89 -0.95 -0.311
C 8.82767 8.56464 24.77668 1.23 -2.31 1.42 -0.079
O 7.61717 9.24509 24.79495 -0.54 1.01 -2.44 0.090
C 7.14831 9.38706 26.00824 -2.01 2.57 2.61 -0.557
O 6.30214 10.20030 26.41032 2.15 -2.62 -1.70 0.111
O 7.80522 8.56164 26.81245 -0.56 -0.12 1.94 0.081
H 8.61329 6.21547 27.41891 -0.30 -0.37 -0.10 0.092
H 9.47714 5.80842 25.93778 0.19 0.14 0.03 0.087
H 7.75848 6.02526 25.82037 -0.22 0.15 0.27 0.092
H 9.78248 8.16355 26.69310 0.01 -0.13 0.12 0.148
H 8.86892 7.75608 24.04686 -0.25 0.52 -0.51 0.133
H 9.70791 9.20547 24.72541 -0.37 0.33 -0.45 0.135
```
Positions in Å, forces in eV/Å.

Energy above the lowest of the compared OMol25 structures with the same formula, charge and spin (eV): 4.742
Max |F| (hartree/bohr): 0.09969
2S+1: 1
SMILES string: C[C@H]1COC(=O)O1.C[C@H]1COC(=O)O1.C[C@H]1COC(=O)O1.C[C@H]1COC(=O)O1.C[C@H]1COC(=O)O1.C[C@H]1COC(=O)O1.C[C@H]1COC(=O)O1
HOMO level (eV): -10.7
Molecular weight (u): 714.62
Kohn-Sham gap (eV): 10.69